No. 1
This record from the OMol25 dataset describes a structure of composition C36H32CoN5O2S3. The level of theory is ωB97M-V/def2-TZVPD.

Last column: Mulliken spin population.
Element x y z (Å)
Co: 0.02 0.89 -0.34  1.11
C: -2.33 -0.71 0.17  0.02
N: -2.11 0.76 0.06  -0.05
C: -2.98 1.33 -0.98  0.01
C: -2.39 1.34 1.37  -0.01
C: -3.67 1.44 1.88  0.00
C: -3.88 1.86 3.19  0.00
C: -2.78 2.13 3.98  0.00
C: -1.49 2.02 3.49  0.00
C: -1.25 1.66 2.15  0.02
N: -0.06 1.51 1.52  -0.03
C: 1.17 1.61 2.13  0.01
C: 1.56 2.51 3.13  0.00
C: 2.86 2.50 3.63  0.00
C: 3.79 1.59 3.16  0.00
C: 3.43 0.71 2.14  0.00
C: 2.15 0.73 1.62  -0.02
N: 1.70 -0.18 0.58  0.02
C: 2.73 -0.47 -0.43  0.00
C: 1.27 -1.43 1.24  0.00
H: -3.39 -0.93 0.33  0.00
H: -1.98 -1.22 -0.72  0.00
H: -1.76 -1.08 1.02  0.00
H: -4.04 1.24 -0.73  0.00
H: -2.74 2.39 -1.11  0.00
H: -2.81 0.82 -1.92  0.00
H: -4.51 1.17 1.27  0.00
H: -4.89 1.95 3.58  0.00
H: -2.92 2.41 5.02  0.00
H: -0.66 2.19 4.16  0.00
H: 0.87 3.27 3.46  0.00
H: 3.14 3.21 4.39  0.00
H: 4.80 1.57 3.56  0.00
H: 4.16 0.00 1.76  0.00
H: 3.56 -1.05 -0.02  0.00
H: 2.26 -1.05 -1.22  0.00
H: 3.11 0.47 -0.83  0.00
H: 2.10 -1.85 1.82  0.00
H: 0.44 -1.21 1.91  0.00
H: 0.96 -2.15 0.48  0.00
S: 1.94 3.79 -3.47  0.00
C: 2.78 4.31 -2.05  0.00
C: 3.72 5.33 -1.93  0.00
C: 4.30 5.55 -0.70  0.00
C: 3.94 4.75 0.39  0.00
C: 3.00 3.75 0.28  0.00
C: 2.40 3.52 -0.96  0.00
N: 1.45 2.54 -1.26  0.01
C: 1.16 2.56 -2.52  -0.01
C: 0.29 1.56 -3.16  -0.01
C: 0.09 1.61 -4.54  0.00
C: -0.66 0.63 -5.16  0.00
C: -1.18 -0.40 -4.37  0.00
C: -0.97 -0.42 -3.00  -0.03
C: -0.24 0.57 -2.32  -0.02
H: 3.99 5.93 -2.79  0.00
H: 5.03 6.33 -0.58  0.00
H: 4.41 4.92 1.36  0.00
H: 2.74 3.14 1.13  0.00
H: 0.52 2.40 -5.14  0.00
H: -0.82 0.65 -6.23  0.00
H: -1.75 -1.20 -4.84  0.00
H: -1.38 -1.26 -2.47  0.00
O: -0.57 -5.53 2.60  0.00
S: -0.15 -5.96 1.29  0.00
O: 0.65 -7.15 1.22  0.00
N: 0.54 -4.73 0.48  0.00
C: -0.14 -4.40 -0.60  0.00
S: 0.27 -3.18 -1.68  0.00
C: -1.41 -5.19 -0.77  0.00
C: -2.38 -5.08 -1.76  0.00
C: -3.49 -5.92 -1.69  0.00
C: -3.61 -6.86 -0.67  0.00
C: -2.64 -6.97 0.31  0.00
C: -1.56 -6.12 0.23  0.00
H: -2.26 -4.34 -2.54  0.00
H: -4.26 -5.85 -2.45  0.00
H: -4.48 -7.50 -0.65  0.00
H: -2.73 -7.70 1.11  0.00

Values from the calculation:
**Multiplicity**: 2
**Energy above the lowest of the compared OMol25 structures with the same formula, charge and spin**: 0.492 eV
**Orbital gap (alpha / beta)**: 0.25007 / 0.24874 hartree
**HOMO level (alpha / beta)**: -4.6 / -4.6 eV
**DFT total energy**: -119532.017 eV
**Net charge**: -1
**Expectation value of S²**: 0.841

---

No. 2
This record from the OMol25 dataset describes a cluster of 4 separate species, C36H32F24INO6 in total in a non-equilibrium geometry. The level of theory is ωB97M-V/def2-TZVPD.

Last column: Löwdin charge in e.
Element x y z (Å)
C: -0.03 4.21 5.39  -0.19
C: 0.13 3.31 4.15  -0.72
I: 0.52 1.30 4.87  0.86
C: -1.14 3.39 3.26  -0.19
C: -1.25 2.29 2.23  -0.20
C: -1.98 1.15 2.49  -0.08
C: -2.09 0.11 1.60  -0.04
C: -1.47 0.18 0.36  0.00
C: -0.77 1.33 0.09  -0.09
C: -0.64 2.38 0.99  -0.04
C: 0.18 3.56 0.52  -0.23
O: -0.06 4.70 0.87  0.11
C: 1.32 3.23 -0.42  -0.07
C: 2.48 3.96 -0.36  0.00
C: 3.50 3.63 -1.23  -0.06
C: 3.37 2.58 -2.10  -0.05
C: 2.22 1.82 -2.17  -0.14
C: 2.17 0.66 -3.14  -0.06
C: 1.21 0.85 -4.32  -0.41
O: 0.72 1.91 -4.64  0.12
N: 0.84 -0.34 -5.09  -0.15
C: 1.94 -1.32 -5.12  -0.10
C: -0.31 -0.99 -4.45  -0.09
C: 1.19 2.17 -1.32  -0.02
C: -0.12 1.44 -1.28  -0.22
O: -0.70 0.96 -2.24  0.12
H: 0.95 4.27 5.88  0.07
H: -0.28 5.23 5.08  0.08
H: -0.74 3.81 6.11  0.06
H: 1.03 3.65 3.63  0.08
H: -1.17 4.39 2.82  0.11
H: -1.99 3.27 3.95  0.10
H: -2.50 1.07 3.44  0.09
H: -2.67 -0.80 1.80  0.11
H: -1.52 -0.61 -0.38  0.13
H: 2.54 4.77 0.36  0.13
H: 4.41 4.24 -1.18  0.12
H: 4.22 2.39 -2.75  0.13
H: 3.17 0.53 -3.57  0.12
H: 1.99 -0.27 -2.59  0.12
H: 1.60 -2.13 -5.77  0.08
H: 2.13 -1.80 -4.14  0.08
H: 2.83 -0.86 -5.54  0.09
H: -0.73 -1.74 -5.13  0.08
H: -0.02 -1.54 -3.54  0.09
H: -1.11 -0.28 -4.25  0.08
F: -1.18 -4.70 -4.45  0.09
C: -0.04 -5.40 -4.61  -0.30
F: 0.91 -4.51 -4.97  0.08
C: -0.16 -6.48 -5.68  -0.44
F: -0.36 -5.93 -6.89  0.13
F: 1.05 -7.10 -5.73  0.10
C: -1.21 -7.59 -5.46  -0.04
O: -2.47 -7.47 -6.12  0.04
C: -3.50 -6.73 -5.55  -0.53
F: -3.21 -6.40 -4.28  0.15
F: -4.58 -7.54 -5.51  0.15
C: -3.87 -5.51 -6.41  -0.28
F: -2.81 -4.70 -6.60  0.10
F: -4.82 -4.79 -5.78  0.10
H: 0.24 -5.83 -3.64  0.17
H: -0.78 -8.48 -5.91  0.15
H: -1.33 -7.83 -4.40  0.14
H: -4.24 -5.82 -7.38  0.18
F: -7.35 3.63 5.80  0.10
C: -8.04 2.98 4.85  -0.31
F: -9.33 2.92 5.27  0.10
C: -7.52 1.56 4.61  -0.44
F: -7.70 0.79 5.71  0.13
F: -8.30 1.02 3.63  0.11
C: -6.06 1.41 4.13  -0.04
O: -5.06 1.10 5.10  0.04
C: -4.45 2.10 5.84  -0.53
F: -4.75 3.31 5.33  0.15
F: -3.12 1.94 5.67  0.11
C: -4.75 1.99 7.34  -0.28
F: -6.07 2.03 7.58  0.10
F: -4.19 3.04 7.99  0.10
H: -8.01 3.57 3.93  0.17
H: -6.07 0.53 3.49  0.15
H: -5.76 2.23 3.49  0.15
H: -4.35 1.06 7.74  0.18
F: 6.34 -1.96 1.44  0.10
C: 7.25 -1.63 2.37  -0.31
F: 6.82 -2.16 3.54  0.10
C: 7.41 -0.12 2.53  -0.44
F: 6.27 0.44 3.00  0.13
F: 8.36 0.07 3.49  0.10
C: 7.89 0.68 1.29  -0.04
O: 6.91 1.35 0.50  0.04
C: 6.23 0.68 -0.50  -0.52
F: 6.80 -0.52 -0.75  0.15
F: 6.39 1.41 -1.63  0.14
C: 4.73 0.58 -0.22  -0.28
F: 4.49 -0.05 0.95  0.11
F: 4.12 -0.15 -1.18  0.10
H: 8.20 -2.10 2.11  0.17
H: 8.49 1.49 1.70  0.15
H: 8.58 0.10 0.68  0.14
H: 4.27 1.56 -0.17  0.14

Values from the calculation:
**Multiplicity**: 1
**Energy above the lowest of the compared OMol25 structures with the same formula, charge and spin**: 0.000 eV
**Orbital gap**: 0.30432 hartree
**HOMO level**: -9.0 eV
**DFT total energy**: -124946.540 eV
**SMILES string**: C[C@@H](I)Cc1cccc2c1C(=O)c1cccc(CC(=O)N(C)C)c1C2=O.FC(F)C(F)(F)COC(F)(F)C(F)F.FC(F)C(F)(F)COC(F)(F)C(F)F.FC(F)C(F)(F)COC(F)(F)C(F)F
**Net charge**: 0

---

No. 3
This record from the OMol25 dataset describes a structure of composition C36H32N4O5RuS2 in a non-equilibrium geometry. The level of theory is ωB97M-V/def2-TZVPD.

Last column: Mulliken spin population.
Element x y z (Å)
Ru: -0.74 -0.08 0.55  2.77
N: -4.55 1.46 0.70  0.10
C: -4.46 2.86 0.61  -0.03
C: -5.50 3.59 0.03  0.04
C: -5.40 4.97 -0.07  -0.01
C: -4.28 5.63 0.42  0.04
C: -3.26 4.91 1.01  -0.02
C: -3.35 3.53 1.10  0.03
S: -2.15 2.60 1.99  0.03
N: -2.27 1.07 1.28  0.15
C: -3.50 0.61 0.87  0.24
C: -3.61 -0.75 0.57  0.15
C: -4.84 -1.44 0.40  0.10
C: -4.83 -2.77 0.11  0.01
C: -3.60 -3.44 -0.02  0.16
C: -2.44 -2.73 0.17  -0.04
N: -2.41 -1.41 0.44  0.16
H: -5.40 1.06 0.34  -0.01
H: -6.37 3.07 -0.34  0.00
H: -6.21 5.53 -0.52  0.00
H: -4.21 6.71 0.34  0.00
H: -2.39 5.41 1.42  0.00
H: -5.78 -0.92 0.54  0.03
H: -5.76 -3.31 -0.01  0.00
H: -3.55 -4.49 -0.25  0.01
H: -1.50 -3.24 0.09  0.00
C: 2.77 3.03 3.36  0.15
C: 1.83 2.04 3.61  -0.04
C: 0.99 1.61 2.61  0.17
C: 1.06 2.18 1.32  -0.10
C: 2.06 3.14 1.06  0.16
C: 2.89 3.56 2.08  -0.07
N: 0.20 1.72 0.35  0.39
C: -0.19 2.49 -0.74  -0.11
C: -0.64 1.81 -1.89  0.17
C: -1.04 2.52 -3.00  -0.05
C: -1.01 3.91 -3.00  0.13
C: -0.61 4.59 -1.85  -0.06
C: -0.21 3.89 -0.73  0.15
H: 3.43 3.38 4.15  0.01
H: 1.76 1.60 4.60  0.00
H: 0.27 0.83 2.81  0.00
H: 2.19 3.51 0.06  0.00
H: 3.65 4.31 1.87  0.00
H: -0.61 0.73 -1.91  0.00
H: -1.36 1.98 -3.89  0.00
H: -1.30 4.46 -3.88  0.01
H: -0.62 5.67 -1.84  0.00
H: 0.04 4.42 0.18  0.00
O: 0.33 -1.92 1.46  0.12
C: 0.55 -2.30 0.28  -0.02
O: 0.23 -1.53 -0.69  0.06
C: 1.08 -3.65 0.00  0.01
C: 1.01 -4.16 -1.28  0.01
C: 1.42 -5.47 -1.56  0.00
C: 1.90 -6.20 -0.51  0.00
O: 2.35 -7.48 -0.52  0.00
C: 2.77 -7.78 0.82  0.00
O: 2.48 -6.63 1.62  0.00
C: 1.97 -5.69 0.78  0.00
C: 1.56 -4.42 1.08  0.01
H: 0.62 -3.54 -2.08  0.00
H: 1.36 -5.89 -2.56  0.00
H: 3.84 -7.97 0.83  0.00
H: 2.22 -8.64 1.19  0.00
H: 1.59 -4.02 2.08  0.00
O: 2.29 -0.19 0.42  0.02
S: 3.16 0.49 -0.60  0.00
C: 4.87 -0.02 -0.19  0.00
C: 5.46 -0.66 -1.43  0.00
C: 4.33 -1.48 -2.05  0.00
C: 3.13 -0.53 -2.12  0.00
H: 4.73 -0.73 0.62  0.00
H: 5.41 0.85 0.18  0.00
H: 6.32 -1.28 -1.18  0.00
H: 5.80 0.11 -2.14  0.00
H: 4.09 -2.33 -1.41  0.00
H: 4.59 -1.86 -3.04  0.00
H: 2.16 -1.03 -2.12  0.00
H: 3.20 0.15 -2.96  0.00

Values from the calculation:
**Multiplicity**: 6
**Orbital gap (alpha / beta)**: 0.22091 / 0.19585 hartree
**HOMO level (alpha / beta)**: -8.5 / -10.2 eV
**DFT total energy**: -78293.883 eV
**Net charge**: +1
**Expectation value of S²**: 8.815

---

No. 4
This record from the OMol25 dataset describes a structure of composition C36H33AsCl5Sb2Yb in a non-equilibrium geometry. The level of theory is ωB97M-V/def2-TZVPD.

Last column: Mulliken spin population.
Element x y z (Å)
Yb: 0.74 -1.85 -0.03  0.00
Cl: -0.76 -0.81 3.69  0.00
C: -1.45 -2.08 2.69  -0.01
C: -1.07 -2.34 1.44  0.04
C: -1.36 -3.51 0.72  0.00
Cl: -0.59 -4.03 -0.79  0.00
C: -2.48 -4.28 1.16  0.00
Cl: -2.93 -5.74 0.43  0.00
C: -3.01 -3.92 2.39  0.00
Cl: -4.41 -4.77 2.98  0.00
C: -2.42 -3.00 3.20  0.00
Cl: -2.91 -2.77 4.78  0.00
C: -3.26 -1.81 -4.70  0.00
Sb: -3.08 -0.66 -2.88  0.06
C: -0.95 -0.78 -2.74  0.00
C: -3.29 1.40 -3.67  0.02
C: -4.30 2.07 -2.79  0.21
C: -5.68 2.09 -3.09  -0.07
C: -6.54 2.75 -2.23  0.16
C: -6.10 3.43 -1.12  0.08
C: -4.73 3.46 -0.84  0.02
C: -3.82 2.69 -1.55  0.21
C: -2.47 2.42 -1.01  0.07
Sb: -2.41 0.66 0.44  0.16
C: -2.19 2.11 2.11  0.00
C: -4.55 0.34 0.76  0.00
H: -4.32 -1.95 -4.89  0.00
H: -2.65 -2.75 -4.78  0.00
H: -2.91 -1.28 -5.59  0.00
H: -0.60 -0.77 -3.79  0.00
H: -0.76 -1.75 -2.32  0.00
H: -0.49 0.11 -2.26  0.00
H: -3.54 1.50 -4.75  0.01
H: -2.28 1.83 -3.49  0.00
H: -6.02 1.56 -3.99  0.00
H: -7.66 2.74 -2.47  0.00
H: -6.86 3.88 -0.48  0.00
H: -4.41 4.01 0.03  0.00
H: -2.04 3.24 -0.44  0.02
H: -1.71 2.16 -1.80  0.00
H: -1.54 2.89 1.83  0.00
H: -1.92 1.52 2.96  0.00
H: -3.22 2.49 2.26  0.00
H: -4.82 -0.71 0.91  0.00
H: -5.30 0.78 0.09  0.00
H: -4.76 0.86 1.69  0.00
C: 6.51 1.88 4.64  0.00
C: 5.17 2.33 4.77  0.00
C: 4.20 1.95 3.82  0.00
C: 4.62 1.17 2.70  0.00
C: 5.92 0.76 2.60  0.00
C: 6.85 1.00 3.62  0.00
As: 3.25 0.97 1.29  0.00
C: 3.37 -0.96 1.30  0.00
C: 2.48 -1.80 2.04  0.00
C: 2.11 -3.09 1.66  0.00
C: 2.71 -3.66 0.49  0.00
C: 3.58 -2.81 -0.28  0.00
C: 3.90 -1.50 0.12  0.00
C: 4.55 -0.48 -0.80  0.00
C: 5.10 -0.81 -2.09  0.00
C: 5.43 0.25 -2.98  0.00
C: 5.24 1.55 -2.55  0.00
C: 4.57 1.84 -1.32  0.00
C: 4.33 0.83 -0.45  0.00
H: 7.29 2.20 5.31  0.00
H: 4.86 2.93 5.60  0.00
H: 3.17 2.35 3.86  0.00
H: 6.17 0.26 1.62  0.00
H: 7.86 0.45 3.66  0.00
H: 1.87 -1.31 2.79  0.00
H: 1.30 -3.51 2.28  0.00
H: 2.44 -4.58 -0.02  0.00
H: 3.87 -3.07 -1.34  0.00
H: 5.27 -1.89 -2.33  0.00
H: 6.01 -0.02 -3.90  0.00
H: 5.54 2.42 -3.21  0.00
H: 4.32 2.86 -1.01  0.00

Values from the calculation:
**Multiplicity**: 2
**Energy above the lowest of the compared OMol25 structures with the same formula, charge and spin**: 0.678 eV
**Orbital gap (alpha / beta)**: 0.28990 / 0.16197 hartree
**HOMO level (alpha / beta)**: -13.2 / -13.2 eV
**DFT total energy**: -205903.322 eV
**Net charge**: +2
**Expectation value of S²**: 0.769

---

No. 5
This record from the OMol25 dataset describes a structure of composition C36H33Cl2N9O4RuS2. The level of theory is ωB97M-V/def2-TZVPD.

Last column: Mulliken spin population.
Element x y z (Å)
Ru: -0.27 0.32 -0.05  0.84
O: -1.67 4.15 0.48  0.00
S: -1.61 3.23 -0.61  -0.01
O: -0.49 3.31 -1.51  0.00
N: -1.69 1.68 -0.05  0.09
C: -2.87 1.26 0.57  0.00
C: -3.86 2.07 1.09  0.04
C: -5.04 1.51 1.61  -0.02
C: -5.23 0.15 1.64  0.03
C: -4.20 -0.70 1.17  -0.01
C: -4.28 -2.11 1.25  0.01
C: -3.21 -2.86 0.86  -0.01
C: -2.06 -2.21 0.38  0.00
N: -1.96 -0.91 0.24  -0.03
C: -3.03 -0.14 0.64  0.02
C: -3.07 3.40 -1.59  0.02
C: -3.43 2.39 -2.48  0.00
C: -4.53 2.58 -3.29  0.00
C: -5.26 3.76 -3.21  0.00
C: -4.88 4.76 -2.33  0.00
C: -3.78 4.58 -1.50  0.00
H: -3.73 3.14 1.12  0.00
H: -5.80 2.17 1.99  0.00
H: -6.14 -0.28 2.03  0.00
H: -5.18 -2.57 1.64  0.00
H: -3.21 -3.93 0.93  0.00
H: -1.19 -2.80 0.12  0.00
H: -2.86 1.47 -2.52  -0.01
H: -4.84 1.79 -3.97  0.00
H: -6.13 3.90 -3.85  0.00
H: -5.45 5.68 -2.27  0.00
H: -3.48 5.34 -0.79  0.00
Cl: 2.49 -1.20 6.87  0.00
C: 1.68 -0.80 5.38  0.00
C: 0.34 -0.38 5.42  0.00
C: -0.31 -0.06 4.26  0.00
Cl: -1.97 0.43 4.32  0.00
C: 0.32 -0.13 2.99  0.00
O: -0.40 0.20 1.96  0.02
C: 1.67 -0.56 2.98  0.00
C: 2.46 -0.70 1.78  0.00
O: 2.12 -0.48 0.63  0.01
C: 2.33 -0.89 4.19  0.00
H: -0.18 -0.32 6.37  0.00
H: 3.49 -1.06 1.96  0.00
H: 3.36 -1.21 4.15  0.00
C: -0.35 1.47 -5.18  0.00
N: 0.63 1.92 -4.20  0.00
C: 1.56 2.91 -4.41  0.00
C: 2.26 3.04 -3.28  0.00
N: 1.77 2.10 -2.37  0.00
C: 0.74 1.43 -2.96  0.00
S: -0.27 0.18 -2.40  0.00
C: 2.15 2.16 -1.00  -0.01
C: 3.40 2.67 -0.71  0.00
C: 3.70 3.02 0.59  0.00
C: 2.72 2.88 1.56  0.00
C: 1.54 2.26 1.20  0.00
N: 1.27 1.84 -0.05  -0.01
H: -0.33 2.15 -6.02  0.00
H: -1.34 1.47 -4.72  0.00
H: -0.12 0.46 -5.52  0.00
H: 1.62 3.46 -5.34  0.00
H: 3.01 3.76 -3.01  0.00
H: 4.13 2.80 -1.49  0.00
H: 4.67 3.43 0.84  0.00
H: 2.87 3.19 2.58  0.00
H: 0.77 2.06 1.93  0.00
C: 5.02 -4.03 -0.94  0.00
C: 4.38 -3.98 -2.32  0.00
C: 4.44 -2.58 -2.91  0.00
C: 2.96 -4.54 -2.31  0.00
N: 2.05 -3.74 -1.49  0.00
C: 1.35 -2.65 -1.80  0.01
N: 0.76 -2.21 -0.72  0.00
N: 1.11 -3.07 0.26  0.00
N: 1.88 -3.99 -0.19  0.00
H: 6.07 -3.72 -1.00  0.00
H: 4.99 -5.03 -0.51  0.00
H: 4.51 -3.35 -0.25  0.00
H: 4.94 -4.66 -2.99  0.00
H: 3.96 -1.85 -2.24  0.00
H: 3.95 -2.52 -3.89  0.00
H: 5.47 -2.26 -3.04  0.00
H: 2.93 -5.55 -1.90  0.00
H: 2.54 -4.57 -3.32  0.00
H: 1.30 -2.20 -2.78  0.00

Values from the calculation:
**Multiplicity**: 2
**Energy above the lowest of the compared OMol25 structures with the same formula, charge and spin**: 0.627 eV
**Orbital gap (alpha / beta)**: 0.27469 / 0.24017 hartree
**HOMO level (alpha / beta)**: -10.0 / -9.9 eV
**DFT total energy**: -108761.621 eV
**Net charge**: +1
**Expectation value of S²**: 0.756